Record 1
Density functional theory data (ωB97M-V/def2-TZVPD) for 2 unconnected molecules or ions with the total composition C7H17N.

Bonds (Å) are listed after each position.
Element x y z (Å)
1 C -2.2476 -2.2687 -1.0183  C2 1.484, H5 1.090, H6 1.092, H7 1.094
2 C -1.2969 -1.9651 0.0794  C1 1.484, C3 1.389, H8 1.085
3 C -0.0517 -2.5695 0.1933  C2 1.389, C4 1.454, H9 1.086
4 C 0.9362 -2.1355 1.1675  C3 1.454, H10 1.088, H11 1.099, H12 1.093
5 H -1.7402 -2.8918 -1.7550  C1 1.090
6 H -3.1479 -2.7748 -0.6634  C1 1.092
7 H -2.5209 -1.3239 -1.4964  C1 1.094
8 H -1.6337 -1.2085 0.7798  C2 1.085
9 H 0.1956 -3.3864 -0.4776  C3 1.086
10 H 0.7665 -1.0964 1.4410  C4 1.088
11 H 0.9984 -2.7291 2.0903  C4 1.099
12 H 1.9358 -2.2233 0.7336  C4 1.093
13 C 1.4835 2.9929 -0.3704  C14 1.525, H17 1.089, H18 1.094, H19 1.090
14 C 0.8249 1.7671 0.2535  C13 1.525, C15 1.523, N16 1.468, H20 1.095
15 C -0.6197 2.0889 0.6117  C14 1.523, H21 1.094, H22 1.085, H23 1.098
16 N 0.8255 0.5921 -0.6258  C14 1.468, H24 1.017, H25 1.019
17 H 1.6878 3.7676 0.3676  C13 1.089
18 H 2.4602 2.7251 -0.7851  C13 1.094
19 H 0.8899 3.4313 -1.1727  C13 1.090
20 H 1.3734 1.4812 1.1573  C14 1.095
21 H -1.1071 1.2733 1.1538  C15 1.094
22 H -0.7637 3.0257 1.1397  C15 1.085
23 H -1.1790 2.1692 -0.3295  C15 1.098
24 H 1.7291 0.4564 -1.0713  N16 1.017
25 H 0.2014 0.8023 -1.4030  N16 1.019

Calculated values
Kohn-Sham gap (alpha / beta): 9.5 / 5.1 eV
net charge: +1
HOMO level (alpha / beta): -13.54 / -13.11 eV
ΔE to the lowest compared entry with this formula, charge and spin: 0.805 eV
lowest unoccupied orbital energy (alpha / beta): -4.06 / -7.99 eV
2S+1: 2
expectation value of S²: 0.75
F_max: 1.47 eV Å⁻¹


Record 2
Density functional theory data (ωB97M-V/def2-TZVPD) for C7H17N3 in the gas phase.

Bonds (Å) are listed after each position.
Element x y z (Å)
1 N 0.8608 1.0226 -0.1230  C2 1.302, C9 1.461
2 C 0.5156 0.7518 -1.3492  N1 1.302, N3 1.414, H11 1.090
3 N 0.3728 1.7665 -2.3233  C2 1.414, C5 1.488, C6 1.466
4 N 0.6524 -0.8476 3.0779  C7 1.450, C8 1.424, C10 1.484
5 C 1.0098 3.0943 -2.1125  N3 1.488, H12 1.132, H13 1.149, H14 1.088
6 C -0.1484 1.3721 -3.6357  N3 1.466, H15 1.079, H16 1.122, H17 1.145
7 C -0.5409 -1.5019 3.5783  N4 1.450, H18 1.096, H19 1.092, H20 1.103
8 C 1.5398 -0.4307 4.1105  N4 1.424, H21 1.081, H22 1.084, H23 1.141
9 C 0.9793 -0.0552 0.8560  N1 1.461, C10 1.483, H24 1.137, H25 1.119
10 C 0.4691 0.3299 2.1940  N4 1.484, C9 1.483, H26 1.085, H27 1.031
11 H 0.2543 -0.2796 -1.5854  C2 1.090
12 H 2.0913 3.2368 -2.4156  C5 1.132
13 H 0.5302 3.8415 -2.8420  C5 1.149
14 H 0.7970 3.5248 -1.1358  C5 1.088
15 H 0.5340 0.9141 -4.3355  C6 1.079
16 H -1.1554 0.8800 -3.5878  C6 1.122
17 H -0.3986 2.3417 -4.1909  C6 1.145
18 H -1.1572 -1.7424 2.7044  C7 1.096
19 H -0.2928 -2.3704 4.1923  C7 1.092
20 H -1.0875 -0.9203 4.3400  C7 1.103
21 H 1.8737 -1.2647 4.7126  C8 1.081
22 H 1.1023 0.2785 4.8042  C8 1.084
23 H 2.4855 -0.0482 3.5995  C8 1.141
24 H 0.4429 -0.9737 0.4539  C9 1.137
25 H 2.0533 -0.3438 0.7315  C9 1.119
26 H 1.0278 1.1818 2.5685  C10 1.085
27 H -0.5235 0.5301 2.0009  C10 1.031

Calculated values
Kohn-Sham gap: 9.1 eV
HOMO level: -8.13 eV
structure (SMILES): CN(C)/C=N/CCN(C)C
ΔE to the lowest compared entry with this formula, charge and spin: 2.842 eV
lowest unoccupied orbital energy: 0.96 eV
F_max: 3.92 eV Å⁻¹


Record 3
Density functional theory data (ωB97M-V/def2-TZVPD) for 2 unconnected molecules or ions with the total composition C7H17NO.

Bonds (Å) are listed after each position.
Element x y z (Å)
1 C -0.4657 -1.7350 0.7730  C2 1.679, C3 1.479, C4 1.563, H5 1.174
2 C -1.5714 -2.2533 -0.3797  C1 1.679, H6 1.064, H13 1.097, H14 1.126
3 C 1.0082 -1.8581 0.7671  C1 1.479, H7 1.172, H8 1.115, H9 1.171
4 C -1.0995 -0.4347 1.3659  C1 1.563, H10 1.241, H11 1.046, H12 1.130
5 H -0.6746 -2.5704 1.5712  C1 1.174
6 H -1.5988 -1.5804 -1.2030  C2 1.064
7 H 1.4902 -2.0773 -0.2782  C3 1.172
8 H 1.6646 -0.9839 0.9859  C3 1.115
9 H 1.3609 -2.8832 1.2103  C3 1.171
10 H -0.4540 0.6019 1.1430  C4 1.241
11 H -2.1296 -0.3107 1.2335  C4 1.046
12 H -0.8415 -0.3986 2.4658  C4 1.130
13 H -2.3874 -2.9111 -0.0562  C2 1.097
14 H -0.9430 -2.9858 -0.9595  C2 1.126
15 C 1.4982 2.1281 -0.7294  C16 1.595, C17 1.573, H20 1.107, H21 1.106
16 C 0.7048 2.7660 0.4985  C15 1.595, H22 1.117, H25 1.141, H26 1.108
17 C 0.6409 1.0107 -1.4297  C15 1.573, O18 1.209, N19 1.447
18 O 1.1222 0.2136 -2.2008  C17 1.209
19 N -0.7457 1.2187 -1.7892  C17 1.447, H23 1.082, H24 1.082
20 H 1.6647 2.8119 -1.5834  C15 1.107
21 H 2.4183 1.6177 -0.3872  C15 1.106
22 H 1.5087 3.3479 1.0102  C16 1.117
23 H -1.0187 0.3790 -2.4142  N19 1.082
24 H -1.4005 1.4411 -0.9577  N19 1.082
25 H 0.3158 1.9896 1.2390  C16 1.141
26 H -0.0673 3.4564 0.1051  C16 1.108

Calculated values
Kohn-Sham gap (alpha / beta): 2.6 / 9.5 eV
net charge: -1
HOMO level (alpha / beta): 1.12 / -5.92 eV
ΔE to the lowest compared entry with this formula, charge and spin: 2.645 eV
lowest unoccupied orbital energy (alpha / beta): 3.74 / 3.60 eV
2S+1: 2
expectation value of S²: 0.75
F_max: 5.77 eV Å⁻¹


Record 4
Density functional theory data (ωB97M-V/def2-TZVPD) for 2 unconnected molecules or ions with the total composition C7H17NO.

Bonds (Å) are listed after each position.
Element x y z (Å)
1 C 1.3240 2.6860 -0.3314  C2 1.635, H8 1.115, H9 1.104, H10 1.136
2 C 1.5594 1.3495 0.5804  C1 1.635, C3 1.573, H11 1.099, H12 1.147
3 C 1.9486 0.1543 -0.3659  C2 1.573, C4 1.581, H13 1.034, H14 1.070
4 C 1.7141 -1.1785 0.4526  C3 1.581, C5 1.520, H15 1.223, H16 1.154
5 C 1.7185 -2.5000 -0.2988  C4 1.520, H17 1.166, H18 1.153, H19 1.156
6 C -2.1237 -0.2085 0.2241  C7 1.501, N25 1.370, O26 1.216
7 C -2.3010 1.0622 -0.5550  C6 1.501, H22 1.137, H23 1.170, H24 1.159
8 H 2.2021 3.0181 -0.9322  C1 1.115
9 H 0.5155 2.4400 -1.0423  C1 1.104
10 H 1.1206 3.5782 0.3412  C1 1.136
11 H 0.5386 1.1709 0.9465  C2 1.099
12 H 2.2600 1.4311 1.4845  C2 1.147
13 H 1.2336 0.1263 -1.1125  C3 1.034
14 H 2.9337 0.1551 -0.7835  C3 1.070
15 H 0.5568 -1.1976 0.8477  C4 1.223
16 H 2.4639 -1.2744 1.3243  C4 1.154
17 H 2.5984 -2.5069 -1.0636  C5 1.166
18 H 1.9576 -3.4517 0.3059  C5 1.153
19 H 0.8886 -2.9191 -0.9861  C5 1.156
20 H -2.1100 -2.0822 -0.2763  N25 0.976
21 H -1.7427 -0.7897 -1.7485  N25 1.202
22 H -3.0623 1.0893 -1.3988  C7 1.137
23 H -1.2637 1.5504 -0.7889  C7 1.170
24 H -2.9242 1.7402 0.1485  C7 1.159
25 N -2.1780 -1.2096 -0.7092  C6 1.370, H20 0.976, H21 1.202
26 O -1.9951 -0.2250 1.4328  C6 1.216

Calculated values
Kohn-Sham gap: 10.6 eV
HOMO level: -10.01 eV
structure (SMILES): CC(N)=O.CCCCC
ΔE to the lowest compared entry with this formula, charge and spin: 3.036 eV
lowest unoccupied orbital energy: 0.61 eV
F_max: 5.31 eV Å⁻¹


Record 5
Density functional theory data (ωB97M-V/def2-TZVPD) for 3 unconnected molecules or ions with the total composition C7H17NO2.

Bonds (Å) are listed after each position.
Element x y z (Å)
1 C -0.9035 1.1916 -0.0786  C3 1.526, C4 1.537, N5 1.468, H7 1.095
2 C -0.6370 3.2066 1.5127  C4 1.510, H10 1.090, H11 1.094, H12 1.088
3 C -1.0912 0.8305 -1.5497  C1 1.526, H13 1.092, H14 1.092, H15 1.091
4 C -1.1260 2.6902 0.1806  C1 1.537, C2 1.510, O6 1.210
5 N -1.7698 0.4623 0.8563  C1 1.468, H8 1.014, H9 1.015
6 O -1.6787 3.4011 -0.6282  C4 1.210
7 H 0.1255 0.9682 0.2229  C1 1.095
8 H -1.5168 -0.5199 0.8594  N5 1.014
9 H -2.7388 0.5363 0.5641  N5 1.015
10 H -0.9047 2.5090 2.3063  C2 1.090
11 H 0.4547 3.2759 1.4834  C2 1.094
12 H -1.0496 4.1942 1.7087  C2 1.088
13 H -0.9378 -0.2408 -1.6914  C3 1.092
14 H -0.3881 1.3722 -2.1854  C3 1.092
15 H -2.0988 1.0887 -1.8780  C3 1.091
16 C 1.1934 -2.5386 0.5159  C17 1.494, O19 1.364, H21 1.188
17 C 0.6469 -3.2338 -0.6888  C16 1.494, H22 1.096, H23 1.093, H24 1.089
18 C 2.3888 -1.0108 -0.4431  H25 1.088, H26 1.089, H27 1.085
19 O 0.2111 -1.8551 1.1701  C16 1.364, H20 0.965
20 H 0.5361 -1.5677 2.0324  O19 0.965
21 H 2.3158 -2.1493 0.5163  C16 1.188
22 H -0.0237 -2.6035 -1.2842  C17 1.096
23 H 0.0641 -4.0912 -0.3418  C17 1.093
24 H 1.4517 -3.6031 -1.3223  C17 1.089
25 H 3.1499 -1.4156 -1.1062  C18 1.088
26 H 2.7797 -0.2846 0.2682  C18 1.089
27 H 1.5469 -0.6128 -0.9997  C18 1.085

Calculated values
Kohn-Sham gap: 8.4 eV
HOMO level: -7.80 eV
ΔE to the lowest compared entry with this formula, charge and spin: 4.624 eV
lowest unoccupied orbital energy: 0.64 eV
F_max: 1.40 eV Å⁻¹


Record 6
Density functional theory data (ωB97M-V/def2-TZVPD) for 2 unconnected molecules or ions with the total composition C7H17NO4P.

Bonds (Å) are listed after each position.
Element x y z (Å)
1 C 3.4714 1.5529 0.5148  C2 1.336, H10 1.085, H11 1.085
2 C 2.2862 2.0538 0.1562  C1 1.336, C3 1.510, H12 1.087
3 C 0.9436 1.5428 0.6215  C2 1.510, N4 1.460, C5 1.592, O9 1.391
4 N 1.0387 0.1057 0.8604  C3 1.460, H13 1.011, H14 1.011
5 C 0.5349 2.4086 1.8931  C3 1.592, O6 1.391, H15 1.100, H16 1.096
6 O -0.6905 3.0259 1.6630  C5 1.391, P7 1.737
7 P -1.6088 2.0488 0.5595  O6 1.737, O8 1.737, O9 1.779, H17 1.421, H18 1.453, H19 1.456
8 O -2.4340 0.9555 -0.5082  P7 1.737, H20 0.960
9 O -0.0651 1.8218 -0.2953  C3 1.391, P7 1.779
10 H 3.6109 1.0312 1.4559  C1 1.085
11 H 4.3375 1.6292 -0.1347  C1 1.085
12 H 2.2343 2.9361 -0.4766  C2 1.087
13 H 0.1475 -0.3222 0.6490  N4 1.011
14 H 1.7688 -0.3150 0.3019  N4 1.011
15 H 1.2589 3.2344 1.9519  C5 1.100
16 H 0.6265 1.8487 2.8313  C5 1.096
17 H -1.9413 3.1315 -0.2986  P7 1.421
18 H -2.8189 2.2926 1.3256  P7 1.453
19 H -1.3412 0.9302 1.4519  P7 1.456
20 H -2.7028 0.2359 0.0683  O8 0.960
21 C -0.7528 -4.4895 -1.2903  C22 1.518, H25 1.088, H26 1.092, H27 1.092
22 C -0.9542 -3.0534 -0.8430  C21 1.518, O23 1.208, C24 1.511
23 O -1.0962 -2.7882 0.3273  C22 1.208
24 C -0.9424 -2.0136 -1.9386  C22 1.511, H28 1.092, H29 1.092, H30 1.092
25 H -0.7711 -5.1476 -0.4242  C21 1.088
26 H -1.5434 -4.7808 -1.9846  C21 1.092
27 H 0.2061 -4.5902 -1.8022  C21 1.092
28 H -1.7283 -2.2244 -2.6663  C24 1.092
29 H 0.0252 -2.0457 -2.4443  C24 1.092
30 H -1.0995 -1.0154 -1.5251  C24 1.092

Calculated values
Kohn-Sham gap: 7.2 eV
net charge: -1
HOMO level: -4.17 eV
ΔE to the lowest compared entry with this formula, charge and spin: 0.161 eV
lowest unoccupied orbital energy: 3.00 eV
F_max: 1.07 eV Å⁻¹